Entry 1:
Computed, not measured: a molecular structure, C50H120CaF6N9O21S2, with ωB97M-V with the def2-TZVPD basis set.

As for the total energy: -6122.571258 Eh. The LUMO energy (alpha / beta) comes out at -0.21 / -0.47 eV. For the HOMO-LUMO gap (alpha / beta), the calculation gives 7.73 / 7.49 eV. Its spin multiplicity is 2. The HOMO energy (alpha / beta) comes out at -7.94 / -7.96 eV. The net charge is 0.

Each line ends with the Löwdin charge.
CARTESIAN COORDINATES (ANGSTROEM)
Ca 8.945 -25.010 11.137  1.48
O 11.889 -25.914 7.422  -0.03
C 11.711 -24.531 7.832  -0.23
C 10.219 -23.935 8.096  -0.36
O 9.273 -24.762 8.755  -0.44
H 12.307 -23.838 7.239  0.08
H 12.142 -24.419 8.827  0.08
H 9.882 -23.719 7.082  0.08
H 10.328 -22.949 8.548  0.07
C 10.752 -21.722 13.725  -0.63
F 11.002 -20.487 14.097  0.18
F 11.786 -22.500 13.862  0.15
F 9.736 -22.257 14.411  0.10
S 10.339 -21.881 11.756  0.72
O 10.251 -20.530 11.215  -0.29
O 11.484 -22.624 11.214  -0.31
N 8.909 -22.837 11.752  -0.43
S 7.746 -21.832 12.105  0.60
O 6.525 -22.605 12.460  -0.32
O 7.968 -20.777 13.075  -0.29
C 7.282 -21.096 10.379  -0.57
F 5.966 -21.380 10.213  0.09
F 7.463 -19.755 10.309  0.12
F 8.016 -21.693 9.410  0.11
C 13.849 -26.888 21.635  -0.10
O 12.675 -26.225 21.137  -0.20
C 11.912 -26.912 20.118  -0.22
C 10.894 -26.000 19.530  -0.22
N 11.473 -25.038 18.598  -0.04
C 10.434 -24.186 17.999  -0.19
C 11.020 -22.988 17.283  -0.24
O 11.999 -22.404 18.078  -0.17
C 12.318 -21.103 17.674  -0.09
H 14.220 -26.382 22.527  0.09
H 14.624 -26.929 20.869  0.08
H 13.605 -27.922 21.878  0.08
H 11.410 -27.790 20.523  0.11
H 12.620 -27.299 19.385  0.12
H 10.386 -25.428 20.306  0.13
H 10.107 -26.595 19.068  0.10
H 12.096 -24.403 19.076  0.10
H 9.848 -23.751 18.809  0.12
H 9.812 -24.724 17.285  0.11
H 10.186 -22.333 17.032  0.09
H 11.555 -23.237 16.366  0.11
H 12.536 -21.041 16.608  0.09
H 13.225 -20.738 18.157  0.09
H 11.541 -20.432 18.040  0.07
C 8.375 -28.728 18.577  -0.14
O 7.609 -27.660 18.123  -0.19
C 6.754 -28.103 17.057  -0.20
C 5.906 -26.914 16.629  -0.21
N 6.601 -25.661 16.331  -0.05
C 5.652 -24.486 16.289  -0.15
C 6.347 -23.121 16.104  -0.22
O 7.279 -22.911 17.124  -0.16
C 7.716 -21.579 17.073  -0.12
H 9.089 -29.012 17.804  0.09
H 7.868 -29.658 18.835  0.09
H 8.975 -28.460 19.446  0.08
H 6.150 -28.918 17.455  0.13
H 7.365 -28.468 16.231  0.11
H 5.254 -26.682 17.472  0.11
H 5.262 -27.265 15.823  0.11
H 7.391 -25.499 16.939  0.09
H 5.155 -24.562 17.256  0.11
H 4.888 -24.624 15.524  0.12
H 5.606 -22.323 16.075  0.13
H 6.712 -23.204 15.080  0.10
H 8.184 -21.274 16.138  0.08
H 8.412 -21.385 17.890  0.09
H 6.874 -20.910 17.251  0.09
C 6.016 -24.423 9.657  -0.08
O 6.706 -25.123 10.680  -0.33
C 5.844 -25.651 11.738  -0.17
C 6.641 -26.310 12.834  -0.18
N 7.776 -25.459 13.161  -0.14
C 8.763 -26.240 13.844  -0.21
C 10.058 -25.420 13.927  -0.20
O 10.609 -25.248 12.649  -0.35
C 11.996 -25.493 12.507  -0.05
H 6.594 -24.096 8.793  0.10
H 5.509 -23.557 10.081  0.08
H 5.206 -25.059 9.299  0.10
H 5.190 -26.416 11.321  0.13
H 5.159 -24.926 12.178  0.13
H 7.023 -27.254 12.445  0.13
H 6.016 -26.503 13.706  0.12
H 7.404 -24.891 13.908  0.10
H 9.009 -27.244 13.496  0.14
H 8.400 -26.421 14.855  0.10
H 10.718 -26.014 14.558  0.14
H 9.829 -24.506 14.476  0.11
H 12.504 -25.058 13.368  0.10
H 12.309 -25.080 11.549  0.09
H 12.238 -26.547 12.644  0.10
C 5.033 -19.255 13.899  -0.13
O 4.234 -18.449 13.103  -0.19
C 4.601 -18.481 11.740  -0.19
C 3.446 -17.730 10.962  -0.18
N 2.202 -18.477 10.882  -0.08
C 1.125 -17.790 10.185  -0.19
C -0.239 -18.454 10.618  -0.19
O -0.559 -18.352 12.022  -0.20
C -1.714 -19.025 12.431  -0.14
H 6.085 -18.974 13.849  0.08
H 4.870 -20.318 13.721  0.08
H 4.660 -19.078 14.908  0.09
H 4.627 -19.522 11.419  0.11
H 5.551 -17.969 11.588  0.12
H 3.810 -17.694 9.936  0.10
H 3.310 -16.742 11.402  0.11
H 1.875 -18.879 11.749  0.10
H 1.157 -17.820 9.096  0.11
H 1.172 -16.738 10.467  0.11
H -0.304 -19.491 10.288  0.12
H -1.003 -17.909 10.062  0.11
H -1.916 -18.768 13.470  0.09
H -1.641 -20.112 12.386  0.09
H -2.611 -18.670 11.924  0.08
C 9.731 -18.368 16.193  -0.11
O 8.619 -18.408 17.076  -0.20
C 9.131 -18.244 18.461  -0.17
C 7.981 -18.207 19.521  -0.18
N 7.150 -17.037 19.240  -0.08
C 5.806 -16.855 19.851  -0.19
C 5.143 -15.579 19.380  -0.24
O 3.923 -15.404 20.065  -0.17
C 3.118 -14.436 19.491  -0.15
H 10.416 -19.187 16.413  0.06
H 10.207 -17.388 16.231  0.09
H 9.396 -18.566 15.175  0.08
H 9.817 -17.402 18.550  0.12
H 9.656 -19.167 18.703  0.09
H 8.308 -18.332 20.553  0.12
H 7.326 -19.031 19.240  0.10
H 7.153 -16.819 18.253  0.10
H 5.852 -16.831 20.940  0.12
H 5.195 -17.728 19.619  0.11
H 5.038 -15.678 18.299  0.12
H 5.782 -14.730 19.621  0.13
H 3.575 -13.448 19.431  0.08
H 2.184 -14.328 20.042  0.09
H 2.825 -14.595 18.454  0.08
C 11.163 -19.466 7.758  -0.09
O 12.535 -19.726 7.892  -0.21
C 13.180 -20.087 6.673  -0.20
C 14.748 -20.212 6.825  -0.19
N 15.064 -20.545 8.221  -0.03
C 14.738 -21.949 8.327  -0.22
C 14.416 -22.401 9.777  -0.24
O 15.450 -21.996 10.613  -0.16
C 15.149 -22.292 11.960  -0.11
H 10.927 -18.999 8.714  0.08
H 10.682 -20.437 7.642  0.08
H 10.898 -18.815 6.924  0.09
H 13.031 -19.412 5.831  0.11
H 12.815 -21.054 6.328  0.11
H 15.237 -19.278 6.548  0.10
H 15.161 -20.922 6.109  0.11
H 14.242 -20.093 8.594  0.08
H 15.524 -22.554 7.875  0.12
H 13.803 -22.273 7.870  0.08
H 14.312 -23.479 9.896  0.11
H 13.435 -21.997 10.028  0.10
H 14.485 -21.548 12.400  0.08
H 16.044 -22.205 12.576  0.09
H 14.664 -23.256 12.116  0.07
C 6.411 -25.021 2.247  -0.11
O 6.395 -24.455 3.564  -0.19
C 6.489 -23.056 3.534  -0.22
C 6.437 -22.598 4.993  -0.20
N 6.290 -21.174 5.130  -0.10
C 6.344 -20.805 6.513  -0.23
C 6.383 -19.269 6.616  -0.17
O 5.116 -18.701 6.144  -0.21
C 4.869 -17.341 6.442  -0.11
H 5.494 -24.860 1.681  0.08
H 6.449 -26.101 2.104  0.08
H 7.231 -24.532 1.721  0.08
H 5.643 -22.688 2.955  0.12
H 7.379 -22.763 2.977  0.12
H 7.297 -22.917 5.582  0.12
H 5.511 -22.907 5.477  0.12
H 5.406 -20.866 4.752  0.11
H 7.280 -21.124 6.971  0.11
H 5.470 -21.293 6.944  0.12
H 7.261 -18.938 6.061  0.12
H 6.563 -18.970 7.649  0.10
H 4.799 -17.355 7.530  0.07
H 4.002 -16.907 5.945  0.09
H 5.767 -16.745 6.283  0.08
C 10.468 -13.717 13.500  -0.06
C 11.751 -14.637 13.722  -0.41
C 11.859 -15.797 12.754  -0.22
O 10.653 -16.492 12.942  -0.19
C 10.517 -17.679 12.149  -0.10
N 12.934 -13.821 13.848  0.03
H 10.415 -13.197 12.544  0.07
H 10.441 -12.878 14.195  0.06
H 9.511 -14.204 13.688  0.06
H 11.550 -15.080 14.698  0.13
H 12.698 -16.451 12.991  0.13
H 11.991 -15.467 11.724  0.13
H 10.765 -17.463 11.110  0.08
H 9.518 -18.112 12.192  0.08
H 11.205 -18.506 12.323  0.06
H 12.993 -13.099 13.144  0.07
H 13.066 -13.414 14.763  0.07

=====

Entry 2:
Computed, not measured: 15 unconnected molecules or ions with the total composition C5H40NO15, with ωB97M-V with the def2-TZVPD basis set.

As for the total energy: -1397.796578 Eh. The energy above the lowest of the compared OMol25 structures with the same formula, charge and spin comes out at 581.2 kJ/mol. The LUMO energy comes out at 2.62 eV. For the HOMO-LUMO gap, the calculation gives 8.87 eV. The HOMO energy comes out at -6.24 eV. The net charge is -1.

Each line ends with the Löwdin charge.
CARTESIAN COORDINATES (ANGSTROEM)
C -1.514 2.338 -2.508  -0.14
N -0.322 1.712 -2.010  -0.10
C -0.102 1.809 -0.570  -0.38
C 0.985 0.923 -0.213  -0.15
C 0.569 0.036 0.996  -0.31
O 0.270 0.752 2.130  -0.18
C 0.261 3.378 -0.286  -0.04
H -1.505 3.358 -2.837  0.07
H -2.259 2.485 -1.722  0.06
H -1.885 1.659 -3.316  0.09
H 0.477 2.319 -2.360  0.14
H -1.029 1.626 0.006  0.10
H 1.263 0.367 -1.109  0.06
H 1.969 1.496 0.197  0.16
H -0.250 -0.647 0.802  0.08
H 1.489 -0.700 1.398  0.15
H 0.315 3.619 0.821  0.10
H -0.576 3.968 -0.668  0.04
H 1.125 3.823 -0.675  0.04
H -2.205 2.972 1.267  -0.05
H -3.133 3.716 0.318  0.06
O -2.210 3.746 0.682  -0.13
H 2.384 -0.276 -1.494  0.04
H 3.697 -1.004 -1.649  0.01
O 3.380 -0.239 -1.204  -0.10
H 3.867 1.651 -2.381  0.00
H 4.363 2.406 -1.200  0.00
O 4.067 2.529 -2.073  -0.05
H 4.053 -1.144 2.835  0.00
H 4.029 -1.194 1.263  0.00
O 4.280 -1.657 2.069  -0.09
H -1.924 -1.929 0.574  -0.03
H -1.119 -3.138 0.111  -0.02
O -1.739 -2.524 -0.132  -0.02
H -2.866 0.658 -0.934  -0.03
H -2.990 0.609 0.662  0.02
O -3.395 0.888 -0.210  -0.06
H 1.307 -2.791 0.061  0.03
H 2.016 -3.633 1.058  0.04
O 1.269 -3.662 0.474  -0.03
H -0.931 -2.510 2.179  -0.02
H -0.027 -3.664 1.952  -0.09
O -0.795 -3.442 2.299  -0.01
H -2.839 -1.504 2.962  0.10
H -2.150 -0.125 2.266  0.10
O -2.244 -1.220 2.197  -0.17
H -2.147 1.763 2.958  0.04
H -0.671 1.296 1.820  0.07
O -2.068 1.592 2.001  -0.34
H -1.748 -1.624 -2.158  0.03
H -1.013 -0.457 -2.612  -0.06
O -0.972 -1.336 -2.651  0.00
H 3.091 0.935 2.080  -0.02
H 2.006 0.372 3.091  0.06
O 2.876 0.312 2.668  -0.03
H 0.734 -1.496 -2.709  -0.04
H 1.564 -2.892 -2.738  0.08
O 1.535 -1.928 -2.527  -0.06
H -4.150 -2.013 -0.847  0.02
H -3.507 -3.195 -1.564  0.07
O -3.974 -2.317 -1.743  -0.10

=====

Entry 3:
Computed, not measured: 4 unconnected molecules or ions with the total composition C27H43N4O8S2, with ωB97M-V with the def2-TZVPD basis set.

As for the total energy: -2671.475575 Eh. The LUMO energy comes out at -4.47 eV. For the HOMO-LUMO gap, the calculation gives 6.13 eV. The HOMO energy comes out at -10.59 eV. The net charge is +1.

Each line ends with the Löwdin charge.
CARTESIAN COORDINATES (ANGSTROEM)
C -6.636 -0.543 0.341  -0.06
C -5.241 -0.751 -0.455  -0.23
O -5.190 -2.008 -1.192  -0.06
C -3.936 -2.661 -1.010  -0.17
N -3.912 -3.807 -0.210  0.16
N -2.749 -4.412 -0.051  0.02
C -1.443 -4.172 -0.562  -0.05
C -0.168 -5.124 -0.232  -0.20
N 0.364 -4.945 1.140  0.01
C -1.293 -2.909 -1.487  0.09
C -2.623 -2.154 -1.661  -0.01
C -2.733 -0.816 -2.549  -0.13
C -1.346 -0.339 -3.198  -0.22
C -1.375 1.298 -3.166  -0.46
S -0.300 2.004 -1.833  0.83
C -0.512 1.073 -0.252  -0.92
S 0.417 -0.324 0.028  0.67
N -1.426 1.484 0.828  -0.21
C -2.208 0.350 1.399  -0.20
C -1.661 -0.226 2.793  -0.22
O -1.237 0.777 3.739  -0.16
C -0.129 1.460 3.092  -0.17
C -0.743 2.303 1.874  -0.13
H -7.485 -0.489 -0.435  0.09
H -6.787 -1.404 1.071  0.08
H -6.613 0.447 0.932  0.10
H -4.330 -0.558 0.206  0.09
H -5.229 0.089 -1.250  0.13
H -2.791 -5.238 0.581  0.18
H 0.634 -4.797 -0.994  0.13
H -0.442 -6.223 -0.448  0.14
H -0.352 -5.219 1.823  0.08
H 0.715 -3.992 1.296  0.08
H -0.300 -2.588 -1.933  0.10
H -3.447 -1.083 -3.418  0.15
H -3.211 0.051 -1.986  0.10
H -1.356 -0.666 -4.293  0.11
H -0.409 -0.631 -2.625  0.05
H -0.962 1.638 -4.187  0.09
H -2.460 1.693 -3.147  0.10
H -2.371 -0.524 0.680  0.08
H -3.265 0.769 1.620  0.13
H -2.537 -0.793 3.290  0.14
H -0.861 -1.038 2.600  0.10
H 0.701 0.731 2.786  0.11
H 0.291 2.202 3.866  0.13
H -1.482 3.048 2.325  0.15
H 0.133 2.871 1.382  0.14
O -2.032 0.911 -6.781  0.11
C -1.512 -0.029 -7.329  -0.48
O -0.236 -0.439 -7.095  0.02
C 0.092 -1.508 -7.991  -0.16
C -1.235 -2.093 -8.414  -0.16
C -2.147 -0.884 -8.392  -0.08
H 0.653 -1.096 -8.835  0.13
H 0.716 -2.240 -7.476  0.13
H -1.195 -2.595 -9.382  0.12
H -1.573 -2.822 -7.670  0.12
H -2.130 -0.343 -9.341  0.14
H -3.167 -1.155 -8.120  0.13
O 1.004 4.673 4.146  0.09
C 2.147 4.650 4.530  -0.47
O 3.155 5.363 3.958  0.03
C 4.395 5.021 4.589  -0.16
C 4.014 4.465 5.940  -0.16
C 2.679 3.813 5.660  -0.09
H 4.911 4.283 3.967  0.11
H 5.022 5.910 4.674  0.13
H 4.758 3.781 6.350  0.11
H 3.878 5.285 6.653  0.12
H 2.794 2.784 5.317  0.10
H 2.020 3.859 6.527  0.13
O 4.580 1.720 4.890  0.11
C 5.262 1.075 4.134  -0.45
O 5.316 -0.283 4.132  0.04
C 6.302 -0.718 3.187  -0.16
C 6.462 0.432 2.220  -0.16
C 6.201 1.636 3.101  -0.08
H 7.228 -0.939 3.727  0.13
H 5.959 -1.626 2.690  0.13
H 7.435 0.450 1.729  0.12
H 5.693 0.373 1.443  0.12
H 7.111 1.982 3.597  0.14
H 5.733 2.448 2.544  0.12

=====

Entry 4:
Computed, not measured: a gas-phase ion, C3H7NOS2 (charge +1), with ωB97M-V with the def2-TZVPD basis set.

As for the total energy: -1044.531295 Eh. The energy above the lowest of the compared OMol25 structures with the same formula, charge and spin comes out at 124.0 kJ/mol. The LUMO energy (alpha / beta) comes out at -4.92 / -8.37 eV. For the HOMO-LUMO gap (alpha / beta), the calculation gives 8.89 / 5.42 eV. Its spin multiplicity is 2. The HOMO energy (alpha / beta) comes out at -13.81 / -13.79 eV. The net charge is +1.

Each line ends with the Löwdin charge.
CARTESIAN COORDINATES (ANGSTROEM)
N -1.601 -0.944 0.061  0.05
C -0.790 0.238 -0.330  -0.36
C -0.700 0.201 -1.863  -0.19
O 0.315 0.494 -2.418  0.10
C 0.663 -0.006 0.106  -0.43
S 0.846 -0.410 1.897  0.71
S 2.335 0.780 2.504  0.62
H -2.532 -0.679 0.382  0.10
H -1.228 -1.360 0.908  0.03
H -1.096 1.133 0.217  0.15
H -1.570 -0.209 -2.397  0.14
H 1.260 0.877 -0.038  0.07
H 1.084 -0.885 -0.369  0.11
H 3.014 0.770 1.339  -0.10

=====

Entry 5:
Computed, not measured: a molecular structure, C22H26CrN5O4, with ωB97M-V with the def2-TZVPD basis set.

As for the total energy: -2472.706625 Eh. The energy above the lowest of the compared OMol25 structures with the same formula, charge and spin comes out at 40.1 kJ/mol. The LUMO energy (alpha / beta) comes out at -6.26 / -6.50 eV. For the HOMO-LUMO gap (alpha / beta), the calculation gives 8.10 / 7.83 eV. Its spin multiplicity is 4. The HOMO energy (alpha / beta) comes out at -14.35 / -14.33 eV. The net charge is +2.

Each line ends with the Löwdin charge.
CARTESIAN COORDINATES (ANGSTROEM)
Cr -0.176 -0.326 0.234  0.90
C 2.077 1.320 3.598  0.01
C 1.055 0.766 2.824  -0.07
N 1.210 0.502 1.535  0.03
C 2.414 0.746 0.958  -0.12
C 3.486 1.307 1.652  -0.11
C 3.287 1.602 3.014  0.05
C 4.726 1.532 0.963  0.02
C 4.869 1.180 -0.332  0.02
C 3.788 0.571 -1.056  -0.11
C 3.898 0.144 -2.391  0.05
C 2.823 -0.455 -2.996  0.01
C 1.637 -0.616 -2.276  -0.09
N 1.494 -0.213 -1.022  0.05
C 2.564 0.367 -0.414  -0.12
H 1.899 1.519 4.645  0.13
H 0.083 0.541 3.242  0.13
H 4.092 2.038 3.592  0.14
H 5.547 1.979 1.508  0.13
H 5.807 1.340 -0.847  0.13
H 4.830 0.281 -2.925  0.14
H 2.874 -0.807 -4.016  0.13
H 0.782 -1.089 -2.740  0.11
C -3.179 0.883 1.774  -0.05
O -1.786 1.133 1.567  -0.26
C -1.486 2.489 1.262  -0.16
C -1.545 2.687 -0.232  -0.15
O -0.827 1.596 -0.827  -0.29
C -0.716 1.777 -2.246  -0.04
H -3.530 1.427 2.652  0.11
H -3.290 -0.185 1.933  0.10
H -3.772 1.192 0.908  0.09
H -0.474 2.680 1.620  0.13
H -2.165 3.173 1.773  0.15
H -1.088 3.636 -0.521  0.15
H -2.573 2.671 -0.608  0.14
H 0.011 2.560 -2.469  0.11
H -1.686 2.053 -2.662  0.11
H -0.400 0.839 -2.688  0.07
C -0.229 -3.899 2.612  0.03
O 0.426 -3.132 1.548  0.00
C -0.094 -1.998 1.241  -0.47
O -1.089 -1.460 1.741  0.00
H 0.414 -4.754 2.778  0.11
H -1.214 -4.207 2.272  0.11
H -0.307 -3.284 3.504  0.10
N -4.836 -1.111 -2.388  0.18
C -3.598 -1.565 -2.128  -0.33
C -2.677 -0.827 -1.353  -0.02
N -1.460 -1.295 -1.118  -0.02
C -1.117 -2.491 -1.627  -0.11
C -2.031 -3.195 -2.394  -0.07
N -3.249 -2.746 -2.645  0.16
H -5.201 -0.276 -1.971  0.11
H -5.460 -1.702 -2.912  0.13
H -2.934 0.136 -0.929  0.11
H -0.135 -2.880 -1.402  0.12
H -1.766 -4.157 -2.814  0.13